No. 1
Entry from the Open Molecules 2025 dataset: a 10-piece molecular cluster, C20H60O10S10 overall at a distorted geometry (ωB97M-V/def2-TZVPD).

The geometry in XYZ format:
```
100
Properties=species:S:1:pos:R:3
C -6.53635 -2.94811 1.59423
S -4.95531 -2.09227 1.31311
O -4.36323 -1.97067 2.70924
C -4.15355 -3.54371 0.51729
H -6.46049 -3.96548 1.96860
H -7.03016 -2.96456 0.61746
H -7.14607 -2.34516 2.26419
H -4.67903 -3.89124 -0.37572
H -4.14117 -4.33321 1.26069
H -3.20179 -3.17741 0.14330
C -0.07672 4.69996 1.90748
S -1.13832 5.05728 0.51388
O -0.46492 6.15150 -0.31169
C -0.76988 3.61469 -0.51444
H -0.36626 3.81519 2.46604
H -0.13761 5.54715 2.59659
H 0.95258 4.78256 1.54846
H -1.46107 2.81890 -0.23140
H 0.24312 3.28665 -0.28992
H -0.83589 3.89220 -1.56089
C -0.12318 -5.58473 2.59770
S -0.03172 -3.90454 1.96035
O -1.04807 -3.93469 0.84762
C -0.84002 -3.18566 3.39752
H -1.11869 -5.84614 2.95539
H 0.75702 -5.80360 3.19859
H -0.10993 -6.25010 1.72412
H -1.79653 -3.64500 3.63995
H -1.08589 -2.18783 3.01774
H -0.18688 -3.15398 4.26704
C -0.97625 0.56412 4.29233
S -0.42766 0.30151 6.00275
O 0.98388 0.82403 6.12827
C -1.42142 1.62544 6.79134
H -1.84621 -0.01659 3.98082
H -0.13179 0.15422 3.73618
H -1.14672 1.60994 4.03631
H -2.46487 1.55573 6.48066
H -1.06594 2.53850 6.30607
H -1.22418 1.66964 7.85489
C 2.15309 4.39360 -3.05911
S 1.75875 4.94930 -4.75258
O 2.32423 3.94498 -5.72378
C 0.00990 4.49775 -4.78101
H 1.98272 3.32188 -2.92392
H 1.69424 4.91271 -2.21318
H 3.22753 4.49558 -2.88589
H -0.17314 3.58722 -4.20977
H -0.34890 4.44477 -5.80252
H -0.56712 5.26169 -4.24616
C 0.88446 -1.35618 -6.22820
S 0.77690 -0.34683 -4.68764
O 1.22896 -1.14480 -3.50624
C 2.15666 0.75231 -5.04889
H 0.28092 -0.94456 -7.02791
H 0.61310 -2.35893 -5.89757
H 1.93865 -1.43793 -6.50020
H 2.30024 1.08859 -6.07308
H 3.02876 0.20369 -4.67278
H 2.24408 1.65960 -4.44714
C 1.35331 0.85347 -0.93617
S 0.60333 -0.22372 0.31060
O -0.47130 0.55646 1.03267
C -0.24052 -1.30189 -0.89216
H 1.98260 0.23644 -1.57856
H 2.06264 1.57826 -0.53989
H 0.54382 1.29002 -1.51734
H -0.51876 -0.74328 -1.78108
H -1.11276 -1.82775 -0.50864
H 0.44862 -2.10930 -1.14222
C 4.25903 -0.62549 -1.91358
S 4.82126 0.75100 -2.96789
O 3.78095 1.81745 -2.77828
C 6.16300 1.22604 -1.84967
H 5.08270 -1.34739 -1.92835
H 3.35225 -1.11921 -2.25307
H 4.21340 -0.25332 -0.89087
H 6.77680 1.96552 -2.36336
H 6.74093 0.34770 -1.57199
H 5.72571 1.72681 -0.98719
C -4.58024 2.11741 4.30563
S -3.80510 3.26998 3.14618
O -2.45244 3.60735 3.65392
C -3.60797 2.15421 1.73576
H -5.54785 1.85770 3.87183
H -4.61362 2.48889 5.32214
H -4.03358 1.16839 4.26076
H -4.30211 1.31257 1.71189
H -2.58802 1.76142 1.78697
H -3.72865 2.68978 0.79551
C 3.39859 -3.72533 -0.06263
S 3.66314 -4.55706 -1.65628
O 4.35304 -5.85351 -1.34519
C 1.88640 -5.00603 -1.96093
H 2.63811 -2.94677 -0.15236
H 4.38257 -3.30927 0.16487
H 3.14626 -4.31517 0.81920
H 1.35865 -4.08090 -2.19954
H 1.46655 -5.39344 -1.03512
H 1.91240 -5.72698 -2.77015
```

The calculation puts the energy above the lowest of the compared OMol25 structures with the same formula, charge and spin at 123.55 kJ/mol. The calculation puts the energy at -150531.362 eV. Its HOMO-LUMO gap is 8.7 eV.

No. 2
Entry from the Open Molecules 2025 dataset: a single C5H9N2O3PS2 molecule at a distorted geometry (ωB97M-V/def2-TZVPD).

The geometry in XYZ format:
```
22
Properties=species:S:1:pos:R:3
C -1.79561 -0.64444 0.53869
C -0.85708 0.34118 -0.12636
C -1.62372 1.09750 -1.16676
N 0.11432 -0.41877 -0.71665
P 1.15346 -1.40508 -0.13398
O 1.85087 -2.25199 -1.22079
O 0.87554 -2.58210 0.92829
S 2.95617 -0.28520 0.39790
C 2.05404 1.29328 0.04336
S 2.37375 2.37911 -1.13437
N 1.06060 1.49122 0.96794
C -0.29142 1.30867 1.01907
O -0.95210 1.66690 1.93488
H -2.26986 -0.26074 1.47254
H -1.13160 -1.49535 0.77926
H -2.58768 -0.99786 -0.07589
H -2.00335 0.43698 -1.97497
H -1.12686 1.93163 -1.67430
H -2.55093 1.61167 -0.85846
H 1.96871 -1.81977 -2.02216
H 1.43649 -3.32356 1.16463
H 1.34625 1.92672 1.85813
```

As for the structure (SMILES): CC1(C)N=P(O)(O)SC(=S)NC1=O. The calculation puts the energy above the lowest of the compared OMol25 structures with the same formula, charge and spin at 269.96 kJ/mol. The calculation puts the energy at -45413.024 eV. Its HOMO-LUMO gap is 8.1 eV.

No. 3
Entry from the Open Molecules 2025 dataset: an isolated ion of composition O5PS and charge -1 at a distorted geometry (ωB97M-V/def2-TZVPD).

The geometry in XYZ format:
```
7
Properties=species:S:1:pos:R:3
O -0.34575 -2.74476 -0.51495
O -1.48110 -0.38947 -1.04978
O 1.46557 2.23247 0.14369
O -0.29552 1.42570 1.56805
O 0.80352 -0.65193 0.08539
P -0.42794 -1.26575 -0.51326
S 0.28122 1.39375 0.28085
```

Its net charge is -1. The calculation puts the energy above the lowest of the compared OMol25 structures with the same formula, charge and spin at 52.63 kJ/mol. The calculation puts the energy at -30365.421 eV. Its HOMO-LUMO gap is 9.4 eV.

No. 4
Entry from the Open Molecules 2025 dataset: a single C11H13N3O2 molecule at a distorted geometry (ωB97M-V/def2-TZVPD).

The geometry in XYZ format:
```
29
Properties=species:S:1:pos:R:3
N -1.58054 -2.35376 2.65041
C -1.28760 -1.99674 1.57999
C -0.73814 -1.41066 0.26295
N -0.15770 -0.04092 0.39433
C -0.75928 1.09547 -0.14867
O -1.25590 1.03784 -1.24017
N -0.55626 2.41085 0.31123
C -1.39853 3.47426 -0.15324
C -1.08024 4.72635 0.58763
O -0.80017 4.45942 1.97814
C 0.24626 -2.31493 -0.36043
C 0.96716 -1.91103 -1.51865
C 2.13551 -2.64029 -1.95724
C 2.52687 -3.88480 -1.39227
C 1.78236 -4.23250 -0.26370
C 0.77796 -3.50047 0.36047
H -1.48468 -1.37480 -0.47461
H 0.36930 0.01947 1.26413
H -0.12850 2.51847 1.26548
H -2.39018 3.24823 0.08697
H -1.30877 3.63183 -1.21356
H -0.19619 5.23445 0.22037
H -1.93558 5.46816 0.46921
H -0.80769 5.36728 2.38728
H 0.63370 -0.98099 -2.06855
H 2.70713 -2.36559 -2.75976
H 3.22731 -4.56087 -1.80956
H 1.99850 -5.21666 0.23602
H 0.49390 -3.90709 1.30581
```

As for the structure (SMILES): N#C[C@@H](NC(=O)NCCO)c1ccccc1. The calculation puts the energy above the lowest of the compared OMol25 structures with the same formula, charge and spin at 17.88 kJ/mol. The calculation puts the energy at -20181.519 eV. Its HOMO-LUMO gap is 9.9 eV.

Please write out number 4 again, unchanged.
Entry from the Open Molecules 2025 dataset: a single C11H13N3O2 molecule at a distorted geometry (ωB97M-V/def2-TZVPD).

The geometry in XYZ format:
```
29
Properties=species:S:1:pos:R:3
N -1.58054 -2.35376 2.65041
C -1.28760 -1.99674 1.57999
C -0.73814 -1.41066 0.26295
N -0.15770 -0.04092 0.39433
C -0.75928 1.09547 -0.14867
O -1.25590 1.03784 -1.24017
N -0.55626 2.41085 0.31123
C -1.39853 3.47426 -0.15324
C -1.08024 4.72635 0.58763
O -0.80017 4.45942 1.97814
C 0.24626 -2.31493 -0.36043
C 0.96716 -1.91103 -1.51865
C 2.13551 -2.64029 -1.95724
C 2.52687 -3.88480 -1.39227
C 1.78236 -4.23250 -0.26370
C 0.77796 -3.50047 0.36047
H -1.48468 -1.37480 -0.47461
H 0.36930 0.01947 1.26413
H -0.12850 2.51847 1.26548
H -2.39018 3.24823 0.08697
H -1.30877 3.63183 -1.21356
H -0.19619 5.23445 0.22037
H -1.93558 5.46816 0.46921
H -0.80769 5.36728 2.38728
H 0.63370 -0.98099 -2.06855
H 2.70713 -2.36559 -2.75976
H 3.22731 -4.56087 -1.80956
H 1.99850 -5.21666 0.23602
H 0.49390 -3.90709 1.30581
```

As for the structure (SMILES): N#C[C@@H](NC(=O)NCCO)c1ccccc1. The calculation puts the energy above the lowest of the compared OMol25 structures with the same formula, charge and spin at 17.88 kJ/mol. The calculation puts the energy at -20181.519 eV. Its HOMO-LUMO gap is 9.9 eV.

Q: Among the records above, which one has the highest energy?
A: C11H13N3O2

Q: The lowest energy belongs to which entry?
A: C20H60O10S10